{"formula": "C18H60FN27O16", "method": "wB97M-V/def2-TZVPD", "energy_ev": -95364.4043, "e_homo_ev": -9.202, "fmax_ev_per_a": 2.18, "spin_multiplicity": 1, "elements": ["C", "C", "F", "C", "O", "C", "O", "O", "C", "N", "H", "H", "H", "H", "H", "H", "H", "H", "C", "O", "N", "N", "H", "H", "H", "H", "C", "O", "N", "N", "H", "H", "H", "H", "C", "O", "N", "N", "H", "H", "H", "H", "C", "O", "N", "N", "H", "H", "H", "H", "C", "O", "N", "N", "H", "H", "H", "H", "C", "O", "N", "N", "H", "H", "H", "H", "C", "O", "N", "N", "H", "H", "H", "H", "C", "O", "N", "N", "H", "H", "H", "H", "C", "O", "N", "N", "H", "H", "H", "H", "C", "O", "N", "N", "H", "H", "H", "H", "C", "O", "N", "N", "H", "H", "H", "H", "C", "O", "N", "N", "H", "H", "H", "H", "C", "O", "N", "N", "H", "H", "H", "H"], "coordinates": [[3.0363, 1.0327, 3.1618], [1.7077, 0.3394, 2.9679], [1.4990, -0.0210, 1.6457], [0.5360, 1.2121, 3.4007], [-0.2701, 1.7892, 2.3740], [-1.2061, 2.4224, 3.1596], [-1.5861, 3.5382, 3.0295], [-1.5641, 1.5498, 4.1232], [-0.6080, 0.4740, 4.1540], [-1.0680, -0.7051, 3.4514], [3.3027, 0.9766, 4.2153], [3.8039, 0.5844, 2.5341], [2.9923, 2.0859, 2.8886], [1.6512, -0.5724, 3.5639], [0.8018, 2.0020, 4.1128], [-0.1974, 0.2506, 5.1386], [-0.6486, -0.7782, 2.5283], [-2.1005, -0.6155, 3.2615], [-0.2062, 5.4673, 6.3268], [-1.1217, 4.8833, 6.8744], [-0.0124, 5.4297, 4.9729], [0.7110, 6.2102, 7.0242], [0.7394, 5.9019, 4.5086], [-0.6664, 4.8971, 4.4262], [0.5979, 6.2586, 8.0190], [1.4723, 6.6992, 6.5947], [-4.4330, 0.2917, 3.3628], [-3.4269, 0.3641, 2.6444], [-4.4870, 0.8356, 4.6077], [-5.5627, -0.3399, 2.9602], [-5.2979, 0.7856, 5.1988], [-3.6699, 1.3167, 4.9386], [-5.5649, -0.7567, 2.0463], [-6.3864, -0.4261, 3.5289], [-7.7003, 2.9650, 3.3057], [-8.0877, 2.1786, 4.1617], [-6.5833, 2.7252, 2.5734], [-8.3613, 4.1262, 3.0322], [-6.2306, 3.3349, 1.8606], [-6.0983, 1.8734, 2.7902], [-9.1869, 4.3212, 3.5665], [-8.0612, 4.7830, 2.3382], [5.6430, -0.2867, -0.1874], [6.1580, -0.1507, 0.9143], [6.3598, -0.3979, -1.3363], [4.2848, -0.3381, -0.3453], [5.9472, -0.5138, -2.2471], [7.3584, -0.3680, -1.2582], [3.7242, -0.2580, 0.4820], [3.8300, -0.4513, -1.2306], [-2.0710, 3.3971, -1.2933], [-2.3305, 3.5965, -2.4687], [-2.0931, 4.3951, -0.3549], [-1.7373, 2.1679, -0.8078], [-1.8831, 4.2496, 0.6170], [-2.3337, 5.3146, -0.6721], [-1.7102, 1.4045, -1.4564], [-1.5211, 1.9899, 0.1565], [-8.5367, 1.7664, 7.9299], [-7.6306, 2.5754, 7.8456], [-9.0446, 1.1052, 6.8503], [-9.1219, 1.4530, 9.1329], [-9.7871, 0.4361, 6.9149], [-8.6451, 1.3095, 5.9469], [-8.7721, 1.9212, 9.9470], [-9.8679, 0.7922, 9.2316], [6.3435, -0.9867, -5.1731], [6.1382, -1.6743, -4.1737], [7.4101, -1.1796, -5.9886], [5.5196, 0.0305, -5.5494], [7.5885, -0.6227, -6.8067], [8.0453, -1.9190, -5.7561], [4.7186, 0.2188, -4.9780], [5.6902, 0.5911, -6.3683], [-4.9804, -3.7190, 2.6315], [-6.0850, -3.1871, 2.6328], [-4.8216, -5.0750, 2.7030], [-3.8197, -3.0126, 2.5541], [-3.9229, -5.5217, 2.7037], [-5.6518, -5.6336, 2.7578], [-3.8864, -2.0148, 2.4928], [-2.9045, -3.4358, 2.5509], [-1.5246, -4.7330, 4.8847], [-1.3225, -4.9571, 3.6941], [-1.2571, -3.5097, 5.4070], [-2.0284, -5.6685, 5.7394], [-1.3942, -3.2615, 6.3679], [-0.9136, -2.8172, 4.7547], [-2.2326, -6.5750, 5.3635], [-2.2012, -5.4932, 6.7104], [6.4002, 1.5154, -9.0952], [6.9229, 1.6407, -7.9897], [7.1459, 1.3716, -10.2287], [5.0568, 1.5122, -9.2862], [6.7455, 1.2721, -11.1420], [8.1433, 1.3695, -10.1264], [4.4778, 1.6239, -8.4757], [4.6166, 1.4095, -10.1915], [8.2757, -4.2020, -7.6583], [8.7164, -3.1239, -8.0153], [8.8755, -4.9530, -6.6857], [7.1439, -4.7455, -8.1982], [8.5276, -5.8392, -6.3741], [9.7088, -4.5824, -6.2690], [6.6788, -4.2164, -8.9112], [6.7626, -5.6280, -7.9171], [2.2396, 1.3839, -12.0337], [3.2722, 1.7687, -11.5011], [1.7979, 0.0987, -11.9267], [1.4559, 2.2165, -12.7716], [0.9551, -0.2352, -12.3534], [2.3555, -0.5364, -11.3868], [1.7578, 3.1686, -12.8645], [0.6058, 1.9285, -13.2166], [-0.1709, -3.9259, 0.4343], [-0.6084, -2.8956, 0.9264], [-0.4652, -5.1653, 0.9229], [0.6616, -3.9092, -0.6534], [-0.1088, -6.0147, 0.5304], [-1.0701, -5.2030, 1.7285], [0.9005, -3.0133, -1.0337], [1.0385, -4.7352, -1.0759]], "forces_ev_per_a": [[-0.1, 0.1, -0.3], [-0.3, 0.5, 0.0], [0.2, -0.1, -0.2], [-1.2, -1.3, 1.0], [0.6, 1.6, -0.3], [0.1, -1.5, -0.2], [-0.5, 0.1, -0.3], [-0.1, 0.8, 1.1], [1.4, -0.4, -1.6], [-0.8, 0.0, 0.5], [0.2, -0.1, 0.0], [0.2, -0.2, 0.3], [-0.2, 0.1, -0.1], [0.1, -0.2, -0.1], [0.7, 0.0, -0.3], [-1.0, 0.2, 0.5], [0.0, 0.0, 0.0], [1.4, 0.0, 0.3], [0.0, 0.0, -0.1], [0.0, 0.0, 0.0], [0.0, -0.1, 0.0], [0.0, 0.0, 0.1], [0.0, 0.0, 0.0], [-0.1, 0.0, -0.1], [0.0, 0.0, 0.0], [0.0, 0.0, 0.0], [-0.3, 0.0, 0.4], [-0.9, -0.2, -0.2], [0.3, 0.0, -0.1], [0.1, 0.4, -0.3], [-0.1, 0.1, -0.1], [0.0, 0.1, 0.0], [-0.1, -0.1, 0.1], [0.0, -0.1, 0.0], [0.1, 0.1, -0.1], [-0.1, -0.2, 0.1], [-0.1, 0.0, 0.0], [-0.1, 0.0, 0.1], [0.0, 0.0, 0.0], [0.1, 0.0, -0.2], [0.0, 0.0, 0.0], [0.0, 0.0, 0.0], [0.1, 0.0, -0.1], [-0.1, 0.0, 0.0], [0.0, 0.2, 0.0], [-0.1, 0.0, 0.1], [0.1, -0.3, -0.1], [0.0, 0.0, 0.0], [-0.1, 0.0, -0.1], [0.1, 0.0, 0.0], [0.0, 0.1, 0.1], [0.0, 0.0, 0.0], [0.0, 0.1, 0.0], [0.0, -0.1, 0.0], [0.0, 0.0, 0.0], [0.0, 0.0, 0.0], [0.0, 0.0, 0.0], [0.0, 0.0, 0.0], [-0.1, -0.1, -0.1], [0.0, 0.0, 0.1], [0.2, -0.1, -0.1], [0.0, 0.0, 0.1], [0.0, 0.0, 0.1], [-0.1, 0.2, -0.1], [0.0, 0.0, 0.0], [0.0, 0.0, 0.0], [0.1, 0.1, -0.2], [-0.1, 0.2, 0.1], [0.0, -0.1, 0.1], [-0.3, 0.0, 0.0], [0.0, 0.0, 0.0], [0.0, 0.0, -0.1], [0.0, 0.0, 0.0], [0.3, 0.1, 0.0], [0.2, 0.2, 0.0], [0.0, -0.2, -0.1], [-0.1, -0.2, 0.1], [0.0, -0.1, 0.1], [0.1, 0.1, 0.0], [0.0, 0.0, 0.0], [0.1, 0.0, -0.1], [0.0, 0.0, 0.0], [0.0, 0.5, 0.1], [-0.4, -0.4, 0.0], [0.2, 0.0, -0.1], [0.0, -0.1, -0.1], [-0.1, -0.1, 0.0], [-0.1, 0.2, 0.0], [0.0, 0.0, 0.0], [0.0, 0.1, 0.0], [-0.1, 0.0, -0.1], [-0.1, -0.3, 0.1], [0.2, 0.0, 0.0], [0.1, -0.2, 0.0], [-0.1, 0.0, 0.0], [0.0, 0.0, 0.0], [0.0, 0.1, 0.0], [-0.1, 0.2, 0.1], [0.0, 0.0, 0.0], [0.1, 0.0, 0.0], [0.1, 0.0, 0.0], [0.0, 0.0, -0.1], [0.0, 0.0, 0.0], [0.0, 0.0, 0.0], [0.0, 0.0, 0.0], [0.0, 0.0, 0.0], [-0.1, -0.1, 0.0], [0.0, 0.0, -0.1], [0.1, 0.0, 0.0], [0.1, 0.1, 0.0], [0.0, 0.0, 0.0], [0.0, 0.0, 0.0], [0.0, 0.0, 0.0], [0.0, 0.0, 0.0], [0.1, -0.1, 0.0], [-0.1, -0.1, 0.0], [-0.3, 0.2, -0.1], [0.0, 0.1, -0.1], [0.0, 0.0, 0.0], [0.3, 0.0, 0.1], [0.0, 0.0, 0.0], [0.0, 0.0, 0.0]]}